1.
Density functional theory data (ωB97M-V/def2-TZVPD) for a molecular structure, C38H41AsCoNS6 in a non-equilibrium geometry.

Computed properties:
Charge = +1
Expectation value of S² = 0.790
Multiplicity = 2
Highest occupied orbital energy (alpha / beta) = -9.17 / -9.49 eV
E_LUMO (alpha / beta) = -0.1468 / -0.1472 Eh

Last column: Mulliken charge in e.
Geometry (Å):
Co  0.24  -0.20  1.05  0.177
C  -0.09  -3.06  2.89  -0.984
C  -0.94  -3.00  1.63  -0.314
S  -1.66  -1.34  1.37  -0.247
C  -4.11  1.14  1.15  -0.090
C  -3.95  2.34  0.60  -0.521
S  -0.64  1.63  0.09  -0.153
C  -0.04  2.98  1.16  -0.010
C  -0.39  2.85  2.65  -0.939
S  -0.65  1.14  3.23  0.080
C  0.76  0.71  4.28  -0.731
C  0.70  -0.80  4.46  -0.997
S  1.18  -1.73  2.96  0.130
H  0.45  -4.00  2.92  0.493
H  -0.70  -2.96  3.79  0.376
H  -1.76  -3.71  1.69  0.716
H  -0.32  -3.23  0.76  0.118
H  -4.08  0.98  2.22  0.312
H  -4.28  0.27  0.54  0.028
H  -3.82  3.22  1.22  0.338
H  -3.98  2.49  -0.46  0.062
H  -0.51  3.88  0.77  0.565
H  1.03  3.07  1.01  -0.515
H  -1.34  3.33  2.85  0.404
H  0.37  3.31  3.28  0.558
H  0.64  1.19  5.25  0.580
H  1.70  1.03  3.83  0.197
H  -0.33  -1.09  4.70  0.576
H  1.35  -1.12  5.27  0.477
S  1.17  -1.82  -0.52  -0.672
C  0.54  -1.81  -2.14  1.247
C  1.39  -2.20  -3.19  -0.850
C  0.93  -2.23  -4.49  -0.675
C  -0.37  -1.84  -4.79  -0.897
C  -1.22  -1.45  -3.78  -0.281
C  -0.78  -1.47  -2.45  -0.639
As  -2.11  -1.25  -1.07  1.120
C  -3.01  -2.96  -1.16  0.482
C  -4.20  -3.15  -0.45  -0.133
C  -4.78  -4.41  -0.38  -0.899
C  -4.16  -5.49  -1.00  -0.533
C  -2.97  -5.31  -1.68  -0.826
C  -2.40  -4.05  -1.77  -0.336
C  -3.27  0.05  -1.91  0.433
C  -2.65  1.21  -2.36  -0.543
C  -3.40  2.21  -2.96  -1.029
C  -4.78  2.06  -3.08  -0.546
C  -5.40  0.91  -2.61  -0.737
C  -4.65  -0.10  -2.02  -0.067
H  2.41  -2.48  -2.95  0.494
H  1.59  -2.57  -5.28  0.409
H  -0.72  -1.86  -5.81  0.445
H  -2.24  -1.18  -4.00  0.502
H  -4.65  -2.32  0.08  0.271
H  -5.70  -4.55  0.16  0.438
H  -4.61  -6.47  -0.94  0.413
H  -2.49  -6.15  -2.16  0.449
H  -1.46  -3.92  -2.30  0.313
H  -1.58  1.33  -2.25  0.544
H  -2.92  3.10  -3.33  0.426
H  -5.36  2.84  -3.54  0.385
H  -6.47  0.79  -2.70  0.435
H  -5.14  -0.99  -1.66  0.404
N  1.99  0.62  1.03  0.907
S  3.18  0.61  -0.04  0.377
C  4.69  0.40  0.92  0.151
C  4.63  -0.09  2.21  0.075
C  5.80  -0.22  2.94  -0.778
C  7.02  0.14  2.38  -0.480
C  7.07  0.61  1.07  -0.730
C  5.90  0.74  0.33  -0.352
C  3.38  2.35  -0.45  0.309
C  3.81  3.27  0.50  -0.246
C  3.78  4.62  0.20  -0.694
C  3.32  5.04  -1.04  -0.546
C  2.90  4.12  -1.99  -0.610
C  2.93  2.76  -1.69  -0.449
H  2.14  1.34  1.73  -0.250
H  3.68  -0.39  2.63  0.194
H  5.77  -0.60  3.95  0.437
H  7.93  0.04  2.95  0.400
H  8.02  0.87  0.62  0.406
H  5.94  1.12  -0.68  0.464
H  4.18  2.94  1.46  0.436
H  4.11  5.34  0.93  0.426
H  3.28  6.10  -1.27  0.413
H  2.55  4.45  -2.96  0.437
H  2.60  2.03  -2.42  0.471



2.
Density functional theory data (ωB97M-V/def2-TZVPD) for a molecular structure, C38H41BrF3N8O4PtSb.

Computed properties:
Charge = +2
Expectation value of S² = 6.013
Multiplicity = 5
Highest occupied orbital energy (alpha / beta) = -13.48 / -13.54 eV
E_LUMO (alpha / beta) = -0.2031 / -0.2739 Eh

Last column: natural (NBO) charge in e.
Geometry (Å):
Pt  0.00  0.57  -0.34  1.547
N  -2.13  0.02  2.23  -0.759
C  -0.89  0.16  2.72  0.624
N  -0.74  0.19  4.03  -0.559
C  0.52  0.35  4.46  0.609
N  0.72  0.40  5.78  -0.729
N  1.61  0.47  3.67  -0.530
C  1.36  0.38  2.39  0.462
N  0.15  0.21  1.84  -0.651
C  2.50  0.43  1.44  0.124
C  3.80  0.54  1.85  -0.184
C  4.81  0.51  0.89  -0.141
C  4.47  0.35  -0.44  -0.147
C  3.13  0.26  -0.78  0.062
N  2.18  0.31  0.14  -0.416
H  -2.89  0.13  2.88  0.428
H  -2.31  0.19  1.26  0.423
H  -0.06  0.38  6.41  0.426
H  1.65  0.58  6.13  0.424
H  4.01  0.64  2.91  0.264
H  5.84  0.61  1.18  0.249
H  5.22  0.30  -1.21  0.242
H  2.81  0.13  -1.81  0.225
O  2.83  3.43  -1.02  -0.544
C  1.72  3.63  -0.59  0.676
N  0.76  2.64  -0.32  -0.692
C  -0.37  3.18  0.13  0.653
O  -1.32  2.40  0.38  -0.641
C  -0.24  4.65  0.21  -0.088
C  -1.10  5.65  0.62  -0.177
C  -0.63  6.96  0.55  -0.180
C  0.65  7.24  0.08  -0.169
C  1.52  6.22  -0.32  -0.151
C  1.05  4.93  -0.24  -0.144
H  -2.09  5.43  0.98  0.237
H  -1.27  7.77  0.86  0.237
H  0.98  8.27  0.03  0.237
H  2.52  6.43  -0.68  0.244
F  -1.89  0.68  -7.18  -0.301
C  -0.79  0.18  -6.62  0.967
F  0.26  0.57  -7.34  -0.302
F  -0.87  -1.15  -6.68  -0.312
C  -0.67  0.62  -5.18  -0.046
C  -1.79  0.57  -4.37  -0.215
C  -1.64  0.86  -3.03  0.062
N  -0.46  1.18  -2.49  -0.510
C  0.60  1.31  -3.30  0.054
C  0.54  1.03  -4.65  -0.217
H  -2.76  0.29  -4.76  0.258
H  -2.48  0.81  -2.35  0.228
H  1.52  1.65  -2.84  0.223
H  1.42  1.12  -5.27  0.261
Br  -2.30  -4.99  -6.43  0.144
C  -1.80  -3.99  -4.93  -0.043
C  -2.78  -3.42  -4.13  -0.267
C  -2.41  -2.67  -3.02  -0.101
C  -1.06  -2.50  -2.72  -0.275
C  -0.08  -3.08  -3.53  -0.150
C  -0.45  -3.83  -4.63  -0.245
C  -0.67  -1.65  -1.58  0.852
O  -1.54  -1.12  -0.82  -0.747
O  0.56  -1.41  -1.35  -0.719
H  -3.83  -3.55  -4.38  0.247
H  -3.16  -2.22  -2.39  0.230
H  0.96  -2.92  -3.30  0.238
H  0.30  -4.29  -5.27  0.248
C  1.04  -5.55  -0.83  -0.636
C  -0.19  -5.43  0.05  -0.532
C  -1.49  -5.71  -0.71  -0.631
Sb  -0.34  -3.49  1.02  1.655
C  1.48  -3.11  2.12  -0.546
C  1.67  -4.22  3.16  -0.639
C  2.67  -2.93  1.19  -0.632
C  -1.90  -3.77  2.49  -0.540
C  -3.26  -3.36  1.93  -0.635
C  -1.88  -5.22  2.97  -0.641
H  1.04  -6.55  -1.29  0.242
H  1.97  -5.45  -0.27  0.216
H  1.03  -4.82  -1.64  0.216
H  -0.11  -6.08  0.93  0.234
H  -1.60  -5.04  -1.57  0.219
H  -2.38  -5.60  -0.08  0.212
H  -1.47  -6.73  -1.08  0.242
H  1.25  -2.16  2.62  0.217
H  1.85  -5.19  2.69  0.217
H  0.83  -4.31  3.84  0.218
H  2.55  -3.98  3.76  0.244
H  2.98  -3.87  0.74  0.219
H  3.52  -2.54  1.76  0.229
H  2.46  -2.22  0.38  0.221
H  -1.59  -3.10  3.29  0.227
H  -3.60  -4.06  1.16  0.215
H  -3.24  -2.36  1.49  0.221
H  -4.00  -3.36  2.73  0.236
H  -2.18  -5.91  2.18  0.217
H  -2.61  -5.33  3.78  0.249
H  -0.92  -5.54  3.36  0.217



3.
Density functional theory data (ωB97M-V/def2-TZVPD) for a molecular structure, C38H41BrN2O2S4Tc.

Computed properties:
Expectation value of S² = 0.757
Multiplicity = 2
Highest occupied orbital energy (alpha / beta) = -7.39 / -7.17 eV
E_LUMO (alpha / beta) = 0.0023 / -0.0143 Eh

Last column: Mulliken charge in e.
Geometry (Å):
Tc  0.37  0.16  -0.16  -1.485
C  2.76  2.22  -2.98  -0.581
C  3.08  0.74  -2.79  -1.002
S  2.08  -0.37  -1.73  0.194
C  1.06  -1.23  -2.98  0.391
C  -0.13  -0.45  -3.48  -1.085
S  -1.03  0.33  -2.08  -0.057
C  -1.19  2.04  -2.70  -0.603
C  0.06  2.90  -2.67  0.532
S  1.30  2.65  -3.97  -0.218
H  3.61  2.65  -3.53  0.491
H  2.70  2.75  -2.03  0.204
H  4.08  0.65  -2.38  0.558
H  3.09  0.25  -3.76  0.394
H  0.73  -2.09  -2.39  -0.947
H  1.68  -1.61  -3.79  0.861
H  -0.83  -1.11  -3.98  0.585
H  0.16  0.35  -4.16  0.366
H  -1.94  2.50  -2.05  0.066
H  -1.65  1.93  -3.69  0.684
H  0.56  2.75  -1.72  -1.105
H  -0.25  3.95  -2.68  0.657
C  -2.37  5.07  -0.30  -1.639
C  -3.19  4.91  0.98  2.056
C  -4.65  5.26  0.67  -1.802
C  -2.63  5.89  2.02  -1.683
C  -3.10  3.50  1.55  0.094
C  -3.85  3.17  2.70  -0.289
C  -3.74  1.94  3.32  -1.329
C  -2.85  1.01  2.78  1.226
S  -2.43  -0.56  3.36  -0.461
C  -1.30  -0.72  2.07  0.159
N  -1.24  0.30  1.26  0.840
C  -2.12  1.31  1.63  -1.312
C  -2.26  2.55  1.01  0.334
C  -0.49  -1.90  1.82  2.250
C  -0.58  -2.97  2.70  -0.875
C  0.10  -4.14  2.42  -1.570
C  0.84  -4.21  1.26  -0.197
C  0.92  -3.12  0.39  -0.257
C  0.29  -1.89  0.64  0.244
H  -2.47  6.09  -0.67  0.512
H  -2.74  4.40  -1.09  0.229
H  -1.32  4.87  -0.13  0.348
H  -4.72  6.27  0.25  0.434
H  -5.28  5.24  1.56  0.345
H  -5.08  4.56  -0.06  0.395
H  -2.70  6.91  1.65  0.445
H  -1.58  5.66  2.22  0.303
H  -3.19  5.84  2.96  0.359
H  -4.51  3.90  3.13  0.435
H  -4.31  1.72  4.21  0.417
H  -1.62  2.77  0.16  -0.481
H  -1.19  -2.90  3.60  0.446
H  0.05  -4.99  3.10  0.413
H  1.37  -5.12  1.00  0.535
H  2.57  -2.79  -0.76  0.367
C  4.30  -4.26  -1.43  -1.497
C  3.06  -5.01  -1.83  0.805
C  3.15  -6.19  -2.55  -0.785
C  2.01  -6.90  -2.91  -0.937
C  0.77  -6.40  -2.56  -0.945
C  0.63  -5.21  -1.86  1.268
C  -0.74  -4.67  -1.57  -1.060
C  1.79  -4.52  -1.47  -0.183
N  1.70  -3.29  -0.80  0.821
H  5.19  -4.82  -1.72  0.401
H  4.35  -4.09  -0.35  0.310
H  4.36  -3.28  -1.92  0.256
H  4.13  -6.57  -2.82  0.394
H  2.10  -7.82  -3.46  0.412
H  -0.13  -6.93  -2.86  0.451
H  -1.47  -5.12  -2.24  0.486
H  -0.78  -3.58  -1.70  0.001
H  -1.06  -4.86  -0.54  0.244
Br  1.83  -1.68  5.62  -0.176
C  1.57  -0.32  4.33  -0.179
C  1.83  -0.59  3.00  -0.436
C  1.62  0.41  2.07  -0.324
C  1.14  1.66  2.44  0.100
C  0.91  1.92  3.79  -0.915
C  1.12  0.93  4.74  -0.612
C  0.79  2.70  1.41  0.021
O  0.63  3.86  1.73  -0.718
O  0.63  2.22  0.21  -0.192
H  2.19  -1.57  2.70  0.863
H  1.96  0.19  1.03  0.949
H  0.54  2.89  4.06  0.530
H  0.92  1.12  5.78  0.452



4.
Density functional theory data (ωB97M-V/def2-TZVPD) for a molecular structure, C38H41FNNbO11P in a non-equilibrium geometry.

Computed properties:
Charge = -1
Multiplicity = 1
Highest occupied orbital energy = -4.53 eV
E_LUMO = -0.0184 Eh

Last column: Mulliken charge in e.
Geometry (Å):
C  8.21  0.16  -1.98  -0.508
C  7.83  -1.14  -2.83  -0.620
C  6.46  -1.02  -3.67  -0.596
C  5.24  -1.19  -2.63  0.356
C  4.00  -2.01  -3.26  -0.576
C  2.89  -2.48  -2.19  -0.883
Nb  1.45  -0.88  -1.45  -0.844
C  2.02  0.63  -3.08  -0.572
C  1.30  2.02  -2.71  0.452
O  1.47  2.63  -1.62  -0.486
F  0.43  2.68  -3.66  -0.334
P  3.19  0.03  0.22  0.640
N  2.70  -0.44  1.71  -0.846
H  8.80  -0.16  -1.05  0.259
H  7.32  0.76  -1.61  -0.107
H  8.87  0.82  -2.64  0.306
H  7.71  -2.06  -2.14  0.299
H  8.69  -1.39  -3.56  0.327
H  6.42  -1.94  -4.37  0.338
H  6.39  -0.08  -4.32  0.284
H  5.60  -1.73  -1.67  0.292
H  4.95  -0.12  -2.28  -0.393
H  3.54  -1.49  -4.18  0.132
H  4.48  -2.99  -3.67  0.468
H  3.42  -2.96  -1.27  0.325
H  2.25  -3.34  -2.65  0.375
H  0.28  0.32  -0.76  0.082
H  0.92  -2.05  -0.16  0.258
H  0.21  -1.55  -2.62  0.161
H  3.14  0.80  -3.22  0.258
H  1.59  0.27  -4.07  0.320
H  4.52  -0.51  0.05  -0.099
H  3.19  1.46  0.24  -0.136
H  1.83  -0.99  1.65  0.208
C  5.12  5.42  -0.26  -0.434
C  5.02  4.10  -0.41  -0.266
C  6.14  3.20  -0.06  0.249
O  6.05  2.00  -0.19  -0.440
C  7.38  3.82  0.46  -0.278
C  7.48  5.14  0.61  -0.421
C  6.36  6.04  0.26  0.332
O  6.45  7.25  0.39  -0.578
H  4.31  6.10  -0.51  0.436
H  4.12  3.63  -0.79  0.546
H  8.19  3.15  0.72  0.422
H  8.38  5.62  0.99  0.393
C  -4.50  -1.66  -2.76  -0.405
C  -5.51  -0.84  -2.49  -0.544
C  -5.28  0.55  -2.04  0.295
O  -6.21  1.30  -1.79  -0.617
C  -3.87  0.99  -1.90  -0.372
C  -2.86  0.17  -2.17  0.124
C  -3.09  -1.22  -2.62  0.297
O  -2.17  -1.97  -2.86  -0.487
H  -4.65  -2.68  -3.09  0.436
H  -6.55  -1.15  -2.59  0.400
H  -3.72  2.01  -1.57  0.520
H  -1.82  0.47  -2.07  0.314
C  0.87  -5.18  2.08  -0.392
C  0.33  -5.92  3.06  -0.380
C  0.17  -5.37  4.43  0.360
O  -0.31  -6.04  5.32  -0.598
C  0.62  -3.98  4.66  -0.390
C  1.15  -3.25  3.68  -0.296
C  1.31  -3.80  2.32  0.236
O  1.80  -3.13  1.43  -0.286
H  0.99  -5.57  1.08  0.432
H  0.00  -6.94  2.91  0.385
H  0.49  -3.60  5.67  0.400
H  1.49  -2.23  3.84  0.481
C  -4.97  1.66  1.78  -0.143
C  -5.99  2.48  2.03  -0.282
C  -5.77  3.87  2.48  0.221
O  -6.70  4.62  2.72  -0.590
C  -4.37  4.32  2.63  -0.372
C  -3.34  3.50  2.38  -0.474
C  -3.57  2.11  1.93  0.147
O  -2.64  1.37  1.69  -0.525
H  -5.12  0.64  1.45  0.613
H  -7.02  2.17  1.92  0.507
H  -4.22  5.34  2.96  0.405
H  -2.31  3.82  2.48  0.460
C  -9.06  -0.03  3.14  -0.195
C  -10.25  -0.18  3.70  -0.383
C  -11.20  -1.21  3.22  0.329
O  -12.29  -1.35  3.73  -0.560
C  -10.77  -2.05  2.08  -0.371
C  -9.58  -1.89  1.51  -0.356
C  -8.63  -0.87  2.00  0.362
O  -7.53  -0.72  1.48  -0.447
H  -8.35  0.72  3.48  0.407
H  -10.58  0.42  4.54  0.420
H  -11.48  -2.79  1.74  0.388
H  -9.25  -2.50  0.68  0.426



5.
Density functional theory data (ωB97M-V/def2-TZVPD) for 5 unconnected molecules or ions with the total composition C38H41NO14 in a non-equilibrium geometry.

Computed properties:
Multiplicity = 1
Highest occupied orbital energy = -8.68 eV
SMILES = O=C1NC(=O)c2c(Cc3ccccc3)cc(Cc3ccccc3)cc21.C[C@@H]1COC(=O)O1.C[C@@H]1COC(=O)O1.C[C@@H]1COC(=O)O1.C[C@@H]1COC(=O)O1
E_LUMO = -0.0090 Eh

Last column: Mulliken charge in e.
Geometry (Å):
O  1.68  0.39  2.72  -0.556
C  2.64  0.48  2.02  -0.116
N  4.02  0.54  2.36  -0.022
C  4.99  0.49  1.32  0.242
O  6.18  0.32  1.42  -0.572
C  4.12  0.65  0.04  0.238
C  4.47  0.81  -1.35  0.779
C  5.97  0.90  -1.80  -1.246
C  6.47  2.34  -2.10  0.613
C  5.74  3.37  -2.83  0.122
C  6.33  4.70  -3.09  -0.702
C  7.68  5.00  -2.59  -0.282
C  8.45  3.98  -1.85  -0.710
C  7.83  2.68  -1.63  -0.333
C  3.43  0.91  -2.39  -0.908
C  2.03  0.86  -1.96  0.313
C  0.81  1.00  -2.96  -1.010
C  0.06  2.34  -2.52  0.603
C  -1.39  2.53  -2.64  -0.634
C  -2.02  3.79  -2.20  -0.424
C  -1.24  4.90  -1.61  -0.317
C  0.21  4.72  -1.52  -0.675
C  0.83  3.47  -1.97  -0.121
C  1.66  0.71  -0.53  -0.175
C  2.70  0.62  0.46  -0.197
H  4.30  0.29  3.31  0.283
H  6.59  0.44  -0.99  0.438
H  6.06  0.28  -2.73  0.378
H  4.72  3.16  -3.23  0.190
H  5.77  5.48  -3.67  0.342
H  8.13  6.01  -2.76  0.322
H  9.48  4.23  -1.50  0.340
H  8.41  1.89  -1.09  0.257
H  3.66  1.02  -3.47  0.573
H  1.13  1.03  -4.03  0.392
H  0.12  0.12  -2.84  0.289
H  -2.06  1.75  -3.07  0.375
H  -3.12  3.93  -2.29  0.297
H  -1.68  5.85  -1.24  0.434
H  0.85  5.52  -1.09  0.342
H  1.95  3.43  -1.86  0.202
H  0.58  0.67  -0.23  0.625
C  -0.11  -3.29  0.38  -0.520
C  0.35  -4.05  -0.84  0.598
C  1.80  -4.41  -0.83  -0.482
O  2.09  -4.53  -2.23  -0.362
C  1.22  -3.71  -2.88  0.575
O  1.29  -3.42  -4.03  -0.568
O  0.26  -3.25  -2.03  -0.311
H  -1.10  -2.88  0.22  0.024
H  -0.14  -3.94  1.26  0.052
H  0.55  -2.45  0.59  0.243
H  -0.29  -4.93  -0.99  0.216
H  2.00  -5.35  -0.31  0.306
H  2.44  -3.63  -0.42  0.306
C  -1.95  -9.05  3.36  -1.479
C  -2.11  -7.55  3.27  0.525
C  -2.35  -7.04  1.87  -0.530
O  -1.87  -5.70  1.96  -0.230
C  -0.90  -5.70  2.92  0.643
O  -0.16  -4.79  3.13  -0.572
O  -0.90  -6.87  3.61  -0.373
H  -1.57  -9.33  4.34  0.363
H  -2.91  -9.55  3.19  0.378
H  -1.23  -9.42  2.63  0.350
H  -2.89  -7.21  3.96  0.263
H  -3.41  -7.06  1.59  0.340
H  -1.77  -7.57  1.11  0.286
C  -5.49  -0.95  2.92  -1.458
C  -5.03  -1.74  1.72  0.537
C  -3.58  -2.11  1.75  -0.415
O  -3.28  -2.25  0.36  -0.182
C  -4.14  -1.42  -0.31  0.542
O  -4.05  -1.15  -1.46  -0.568
O  -5.10  -0.95  0.53  -0.330
H  -6.48  -0.52  2.73  0.378
H  -5.54  -1.57  3.81  0.402
H  -4.82  -0.11  3.11  0.304
H  -5.67  -2.61  1.57  0.228
H  -3.39  -3.04  2.29  0.246
H  -2.94  -1.32  2.16  0.295
C  -5.65  6.20  -0.20  -1.285
C  -5.49  5.49  1.13  0.488
C  -4.13  5.62  1.74  -0.257
O  -4.05  4.45  2.55  -0.321
C  -4.85  3.52  1.96  0.613
O  -4.89  2.37  2.26  -0.548
O  -5.60  4.08  0.97  -0.346
H  -6.58  5.90  -0.69  0.358
H  -5.67  7.29  -0.06  0.384
H  -4.84  5.95  -0.88  0.201
H  -6.28  5.81  1.82  0.259
H  -4.02  6.52  2.34  0.308
H  -3.32  5.57  1.00  0.137